1.
{
  "formula": "C4H14N3",
  "method": "ωB97M-V/def2-TZVPD",
  "species": ["C", "C", "N", "N", "N", "H", "H", "H", "H", "H", "H", "H", "H", "C", "C", "H", "H", "H", "H", "H", "H"],
  "coordinates": [[-0.551813, -1.186680, -2.650383], [-0.933578, -1.432031, -0.232077], [-1.395729, -1.184062, -1.449487], [0.303402, -1.880126, -0.049840], [-1.794634, -1.138431, 0.754478], [-2.296254, -0.775047, -1.635661], [0.889087, -1.994252, -0.859166], [0.563245, -2.586960, 0.623095], [-2.448625, -0.377310, 0.665378], [-1.575310, -1.280064, 1.729067], [0.070240, -2.070966, -2.557076], [0.154174, -0.328644, -2.622116], [-1.022688, -1.123635, -3.624617], [1.218215, 2.244674, 2.262885], [1.252985, 2.078935, 0.736215], [0.503129, 2.982811, 2.625294], [0.941484, 1.286624, 2.735799], [2.255718, 2.305769, 2.581069], [2.137700, 1.576664, 0.357751], [1.371417, 3.117999, 0.404047], [0.357837, 1.764731, 0.205346]],
  "atomic_forces_ev_per_a": [[1.9, 0.5, 0.9], [-1.6, 1.0, -0.3], [0.4, 0.5, -1.9], [0.8, -0.7, -0.1], [0.3, -0.3, 1.2], [-0.2, 0.0, 0.8], [-0.1, 0.1, -0.3], [-0.4, 0.4, 0.6], [-0.1, -0.2, -0.6], [0.4, -0.2, -0.1], [0.0, -0.3, -0.7], [-0.4, -0.3, 0.1], [-0.7, -0.4, 0.4], [-0.2, -2.4, -0.2], [0.1, 2.0, 0.0], [0.5, 0.2, -0.1], [-0.3, 0.2, -0.1], [-0.1, 1.0, 0.3], [-0.1, -0.4, 0.2], [0.1, -0.1, -0.4], [-0.2, -0.5, 0.3]],
  "lowdin_charge": [-0.03, -0.43, 0.05, 0.23, 0.20, 0.16, 0.11, 0.15, 0.13, 0.13, 0.08, 0.11, 0.10, -0.16, -0.18, 0.07, 0.05, 0.07, 0.06, 0.07, 0.04],
  "e_tot_ha": -324.83351,
  "lumo_energy_ev": -3.1,
  "multiplicity": 1,
  "charge": 1,
  "e_above_lowest_kcal_mol": 19.7,
  "e_homo_ev": -14.14
}

***

2.
{
  "formula": "C4H8N2O",
  "method": "ωB97M-V/def2-TZVPD",
  "species": ["C", "C", "C", "N", "C", "O", "N", "H", "H", "H", "H", "H", "H", "H", "H"],
  "coordinates": [[1.001020, -0.224334, -1.896388], [-0.200549, -0.161033, -0.963370], [-0.338215, -1.296050, -0.033038], [0.251369, -0.039927, 0.516467], [-0.498842, 0.836595, 1.418971], [-0.009355, 1.159106, 2.477711], [-1.686738, 1.136266, 0.878947], [1.405387, -1.242426, -2.028427], [0.725835, 0.148825, -2.889203], [1.824104, 0.415641, -1.547478], [-1.309010, -1.546038, 0.400998], [0.383702, -2.122289, 0.001286], [1.224502, -0.106163, 0.812156], [-1.719330, 0.943105, -0.135649], [-2.277031, 1.808479, 1.340717]],
  "atomic_forces_ev_per_a": [[0.1, 0.0, -0.1], [0.2, -0.1, -0.2], [-0.1, -0.1, 0.1], [0.1, 0.2, 0.3], [0.0, 0.0, 0.1], [-0.2, -0.1, -0.4], [0.1, 0.1, 0.1], [-0.1, 0.2, 0.1], [0.1, -0.1, 0.2], [-0.2, -0.1, -0.1], [0.2, 0.1, -0.1], [-0.1, 0.1, -0.1], [-0.1, 0.0, -0.1], [0.0, 0.0, 0.1], [0.1, -0.1, 0.0]],
  "lowdin_charge": [-0.12, -0.25, -0.11, -0.01, -0.54, 0.08, 0.18, 0.06, 0.06, 0.07, 0.11, 0.11, 0.17, 0.08, 0.12],
  "e_tot_ha": -341.87802,
  "lumo_energy_ev": 0.9,
  "multiplicity": 1,
  "e_above_lowest_kcal_mol": 78.8,
  "e_homo_ev": -7.81
}

***

3.
{
  "formula": "C6H11NO",
  "method": "ωB97M-V/def2-TZVPD",
  "species": ["C", "C", "C", "O", "H", "H", "H", "H", "H", "H", "C", "N", "C", "C", "H", "H", "H", "H", "H"],
  "coordinates": [[-1.730233, 0.957971, -0.920304], [0.440500, 1.647055, 0.237574], [-0.791334, 1.005438, 0.257456], [1.102434, 2.060866, -0.871910], [0.553433, 1.935275, -1.656132], [0.979349, 1.884086, 1.141750], [-1.274509, 0.987101, 1.220994], [-1.217684, 0.896856, -1.883351], [-2.364777, 1.847558, -0.937304], [-2.369877, 0.078275, -0.850801], [0.760189, -0.997034, -0.933111], [0.778057, -2.131852, 2.183075], [0.393285, -0.972565, 1.642972], [0.242998, -0.586312, 0.404120], [0.909307, -2.982392, 1.644147], [0.844405, -2.234447, 3.181173], [1.606274, -0.385850, -1.263104], [0.019415, -0.981713, -1.737275], [1.118769, -2.028317, -0.859968]],
  "atomic_forces_ev_per_a": [[0.1, 0.0, 0.0], [0.0, -0.4, -0.2], [0.4, -0.5, 0.0], [-0.3, -0.3, 0.4], [0.0, 0.0, 0.0], [0.0, -0.1, 0.0], [0.1, 0.0, 0.0], [0.0, 0.0, 0.0], [0.0, 0.0, 0.0], [0.0, 0.0, 0.0], [0.0, 0.2, -0.2], [0.0, -0.3, -0.3], [0.0, 0.8, 0.7], [-0.3, 0.5, -0.4], [0.1, 0.1, 0.1], [-0.1, 0.0, -0.1], [0.1, -0.1, 0.0], [-0.1, 0.0, 0.0], [0.0, 0.1, 0.1]],
  "lowdin_charge": [-0.07, -0.16, -0.24, 0.04, 0.10, 0.13, 0.12, 0.06, 0.08, 0.09, -0.09, 0.01, -0.20, -0.23, 0.08, 0.07, 0.07, 0.06, 0.08],
  "e_tot_ha": -365.04923,
  "lumo_energy_ev": [0.7, 0.7],
  "multiplicity": 1,
  "e_above_lowest_kcal_mol": 114.4,
  "e_homo_ev": [-6.57, -6.57]
}

***

4.
{
  "formula": "C30H35FN6O3P",
  "method": "ωB97M-V/def2-TZVPD",
  "species": ["O", "P", "O", "O", "C", "C", "C", "C", "F", "C", "N", "H", "H", "H", "H", "H", "H", "H", "H", "H", "H", "N", "C", "C", "C", "C", "C", "H", "H", "H", "H", "H", "N", "C", "C", "C", "C", "C", "H", "H", "H", "H", "H", "N", "C", "C", "C", "C", "C", "H", "H", "H", "H", "H", "N", "C", "C", "C", "C", "C", "H", "H", "H", "H", "H", "N", "C", "C", "C", "C", "C", "H", "H", "H", "H", "H"],
  "coordinates": [[5.798105, 2.118817, 3.723818], [5.829197, 2.966089, 2.470195], [5.275290, 2.152679, 1.095405], [7.468580, 3.315475, 2.161897], [4.972435, 4.619639, 2.620800], [3.442551, 4.519488, 3.067840], [2.481677, 4.933245, 1.875415], [1.964123, 3.481978, 1.434128], [2.319955, 3.055003, 0.154721], [2.297582, 2.467701, 2.620448], [3.064842, 3.132773, 3.439478], [5.677683, 2.637536, 0.345111], [7.491983, 4.095948, 1.566257], [4.981986, 5.097992, 1.590819], [5.518476, 5.322166, 3.319294], [3.289579, 5.167252, 3.981236], [2.927707, 5.351347, 0.931726], [1.700583, 5.673504, 2.220224], [0.837971, 3.601329, 1.560146], [1.950717, 1.404828, 2.739868], [3.460714, 2.753395, 4.311488], [1.946410, -1.671161, 2.781006], [3.256191, -1.392114, 2.822800], [4.195367, -2.180801, 3.464839], [3.755957, -3.328524, 4.107187], [2.404577, -3.640792, 4.081065], [1.546839, -2.786091, 3.407744], [3.549797, -0.482173, 2.306928], [5.242012, -1.905163, 3.463119], [4.458694, -3.972712, 4.622430], [2.025920, -4.527710, 4.571826], [0.482675, -2.989303, 3.356476], [-0.906663, 2.361435, -2.553157], [-1.393600, 1.484055, -3.441638], [-0.914803, 0.191856, -3.592495], [0.131466, -0.218741, -2.781406], [0.654992, 0.671366, -1.854375], [0.102900, 1.939665, -1.779913], [-2.208813, 1.852600, -4.054987], [-1.349387, -0.475404, -4.325512], [0.534670, -1.222084, -2.870367], [1.472802, 0.385698, -1.204272], [0.474705, 2.668650, -1.070101], [-4.527968, -0.815013, -3.123784], [-4.303448, 0.350733, -2.501402], [-5.295890, 1.269954, -2.203481], [-6.598915, 0.971738, -2.573168], [-6.858180, -0.226822, -3.220024], [-5.795152, -1.080680, -3.468869], [-3.271094, 0.539814, -2.235572], [-5.055535, 2.195628, -1.696120], [-7.403753, 1.665721, -2.358922], [-7.862304, -0.492902, -3.523587], [-5.948292, -2.031193, -3.968872], [-6.844259, 0.813010, 1.936038], [-6.226490, 0.463399, 0.798821], [-5.746192, -0.810853, 0.541951], [-5.909423, -1.781916, 1.518173], [-6.543682, -1.445537, 2.704742], [-6.990972, -0.143672, 2.862280], [-6.120878, 1.255286, 0.070865], [-5.257199, -1.037520, -0.396914], [-5.546583, -2.790449, 1.355898], [-6.688304, -2.177361, 3.489062], [-7.496135, 0.166574, 3.770964], [1.282994, -3.369790, -3.804974], [1.903700, -3.719732, -4.940120], [2.387423, -4.992653, -5.194029], [2.225008, -5.963010, -4.217276], [1.587793, -5.626872, -3.032627], [1.137076, -4.326359, -2.877700], [2.009748, -2.926320, -5.672185], [2.878733, -5.218932, -6.131338], [2.590778, -6.970579, -4.377554], [1.443646, -6.357995, -2.247786], [0.629303, -4.016428, -1.969999]],
  "atomic_forces_ev_per_a": [[-1.0, 1.7, -2.5], [2.9, -2.1, 1.3], [0.9, 2.3, 1.9], [-3.3, 0.5, -0.5], [-0.2, 0.3, -0.5], [0.8, 1.7, -0.6], [0.4, -1.6, -0.1], [-2.7, 0.3, 1.1], [-0.1, 0.5, 2.0], [1.4, 2.1, -0.9], [-1.1, -1.1, -0.5], [-0.4, -0.6, 0.0], [0.5, -0.5, 0.4], [0.1, -0.5, 1.2], [-0.3, -1.1, -0.7], [0.1, -0.8, -1.0], [0.1, -0.2, 1.3], [0.5, -1.3, -0.4], [1.0, -0.7, -1.0], [0.5, 1.1, 0.0], [-0.1, -0.1, -0.4], [0.3, -0.1, 0.3], [-0.4, 0.0, 0.0], [0.0, 0.0, 0.0], [0.0, -0.1, 0.0], [0.2, 0.1, 0.0], [-0.1, 0.3, -0.2], [0.2, 0.0, 0.0], [0.0, 0.0, 0.0], [0.0, 0.0, 0.0], [0.0, 0.0, 0.0], [0.0, 0.0, 0.0], [0.2, -0.4, 0.0], [0.2, 0.5, 0.1], [0.1, 0.0, 0.0], [0.1, -0.2, 0.0], [-0.1, 0.1, 0.0], [-0.4, 0.2, -0.2], [0.0, -0.1, 0.0], [0.0, 0.0, 0.1], [0.0, 0.0, -0.1], [0.0, 0.0, 0.0], [0.0, 0.0, 0.0], [-0.4, 0.3, 0.1], [0.0, -0.4, -0.1], [-0.1, 0.0, -0.3], [-0.1, 0.1, -0.1], [0.0, 0.1, 0.1], [0.5, -0.1, 0.0], [-0.1, 0.0, 0.1], [0.0, 0.0, -0.1], [0.0, 0.0, 0.0], [0.0, 0.0, 0.0], [-0.1, 0.0, 0.0], [0.2, -0.5, 0.0], [-0.3, 0.2, 0.5], [0.0, -0.1, 0.0], [0.0, -0.1, 0.0], [0.1, 0.0, -0.1], [0.0, 0.4, -0.2], [0.0, -0.1, 0.1], [0.0, 0.0, 0.0], [0.0, 0.0, 0.0], [0.0, 0.0, 0.0], [0.0, -0.1, 0.0], [0.2, -0.5, 0.0], [-0.2, 0.3, 0.3], [0.0, -0.1, 0.1], [0.0, -0.1, 0.0], [0.0, 0.0, -0.1], [0.0, 0.4, -0.2], [0.0, -0.1, 0.0], [0.0, 0.0, 0.0], [0.0, 0.0, 0.0], [0.0, 0.0, 0.0], [0.0, -0.1, 0.0]],
  "lowdin_charge": [-0.30, 0.59, -0.15, -0.15, -0.15, -0.25, -0.03, -0.22, 0.01, 0.16, 0.10, 0.08, 0.08, 0.11, 0.12, 0.17, 0.14, 0.14, 0.17, 0.17, 0.18, 0.04, -0.18, -0.07, -0.07, -0.06, -0.15, 0.08, 0.11, 0.11, 0.11, 0.11, 0.05, -0.18, -0.07, -0.06, -0.07, -0.17, 0.11, 0.11, 0.08, 0.09, 0.07, 0.06, -0.17, -0.10, -0.08, -0.06, -0.15, 0.08, 0.11, 0.11, 0.10, 0.10, 0.06, -0.15, -0.06, -0.08, -0.08, -0.16, 0.07, 0.09, 0.11, 0.10, 0.10, 0.04, -0.15, -0.07, -0.08, -0.07, -0.15, 0.10, 0.10, 0.11, 0.10, 0.10],
  "e_tot_ha": -2159.40092,
  "lumo_energy_ev": -4.8,
  "multiplicity": 1,
  "charge": 1,
  "e_above_lowest_kcal_mol": 38.3,
  "e_homo_ev": -10.87
}